No. 1
Entry from OMol25: 3 unconnected molecules or ions with the total composition C18H55BN9O2P2 (ωB97M-V/def2-TZVPD).

Calculated values
- HOMO (eV) = -3.289
- net charge = -1
- LUMO (eV) = 1.937
- frontier orbital gap (eV) = 5.226

Each line ends with the Löwdin charge.
Positions of all 87 atoms, in Å:
C1 8.76 3.25 -1.97  -0.135
C2 7.79 4.42 -1.78  -0.264
C3 6.36 3.99 -1.44  -0.316
N1 5.91 2.83 -2.19  -0.029
B1 4.37 2.89 -2.57  -0.651
C4 3.42 3.20 -1.28  -0.248
N2 3.68 2.40 -0.04  -0.032
C5 3.96 1.54 -3.41  -0.211
N3 3.61 0.32 -2.63  -0.150
C6 4.72 -0.31 -1.94  -0.168
H1 9.77 3.53 -1.71  0.052
H2 8.80 2.96 -3.02  0.058
H3 8.45 2.36 -1.42  0.065
H4 8.15 5.03 -0.95  0.088
H5 7.79 5.07 -2.65  0.095
H6 6.35 3.78 -0.36  0.098
H7 5.70 4.86 -1.59  0.094
H8 6.39 2.92 -3.09  0.068
H9 4.22 3.86 -3.37  0.082
H10 2.37 3.10 -1.56  0.065
H11 3.54 4.25 -0.97  0.059
H12 3.29 1.48 -0.11  0.012
H13 4.67 2.36 0.13  0.027
H14 3.12 1.74 -4.08  0.068
H15 4.80 1.24 -4.05  0.074
H16 2.82 0.48 -2.03  0.043
H17 4.68 -1.40 -2.10  0.049
H18 5.66 0.02 -2.36  0.063
H19 4.71 -0.17 -0.85  0.055
O1 -1.81 2.73 -2.85  -0.280
P1 -2.37 1.59 -2.08  0.622
N4 -1.09 0.91 -1.20  -0.324
C7 -0.10 0.05 -1.83  -0.106
C8 -0.47 1.88 -0.30  -0.122
N5 -2.95 0.58 -3.33  -0.306
C9 -2.77 -0.85 -3.36  -0.147
C10 -3.00 1.14 -4.67  -0.137
N6 -3.64 1.14 -0.99  -0.292
C11 -4.62 2.21 -0.76  -0.135
C12 -3.36 0.43 0.26  -0.146
H20 0.54 -0.39 -1.07  0.081
H21 0.53 0.58 -2.55  0.091
H22 -0.57 -0.79 -2.33  0.044
H23 -1.22 2.35 0.34  0.069
H24 0.06 2.67 -0.84  0.077
H25 0.24 1.37 0.36  0.083
H26 -1.81 -1.14 -3.80  0.073
H27 -3.56 -1.31 -3.97  0.076
H28 -2.86 -1.29 -2.37  0.076
H29 -2.02 1.12 -5.17  0.086
H30 -3.33 2.17 -4.65  0.066
H31 -3.71 0.57 -5.27  0.075
H32 -4.22 3.02 -0.13  0.080
H33 -5.51 1.81 -0.29  0.075
H34 -4.92 2.65 -1.72  0.076
H35 -2.84 1.05 1.01  0.071
H36 -2.79 -0.47 0.09  0.065
H37 -4.32 0.12 0.69  0.071
O2 -4.04 -2.03 2.34  -0.280
P2 -3.19 -2.82 3.26  0.626
N7 -3.54 -4.46 2.93  -0.330
C13 -4.75 -5.09 3.41  -0.117
C14 -3.27 -4.80 1.53  -0.132
N8 -3.76 -2.32 4.79  -0.304
C15 -4.02 -3.21 5.90  -0.144
C16 -4.63 -1.16 4.82  -0.129
N9 -1.57 -3.04 3.80  -0.295
C17 -0.65 -2.02 3.28  -0.116
C18 -0.92 -4.35 3.82  -0.134
H38 -4.71 -6.16 3.19  0.082
H39 -5.66 -4.67 2.95  0.091
H40 -4.84 -5.00 4.49  0.043
H41 -2.24 -4.51 1.27  0.072
H42 -3.95 -4.29 0.84  0.082
H43 -3.35 -5.87 1.39  0.083
H44 -5.03 -3.64 5.85  0.071
H45 -3.93 -2.66 6.84  0.080
H46 -3.29 -4.02 5.94  0.078
H47 -5.67 -1.40 4.58  0.084
H48 -4.30 -0.40 4.12  0.068
H49 -4.60 -0.72 5.83  0.079
H50 -0.42 -2.16 2.22  0.083
H51 0.28 -2.03 3.84  0.080
H52 -1.09 -1.03 3.40  0.080
H53 -0.70 -4.75 2.82  0.073
H54 -1.52 -5.08 4.36  0.070
H55 0.02 -4.23 4.35  0.084

No. 2
Entry from OMol25: 8 unconnected molecules or ions with the total composition C18H55N3O11 (ωB97M-V/def2-TZVPD).

Calculated values
- HOMO (spin up / spin down) (eV) = -11.297 / -11.297
- net charge = +1
- 2S+1 = 2
- LUMO (spin up / spin down) (eV) = -2.844 / -8.912
- frontier orbital gap (spin up / spin down) (eV) = 8.454 / 2.385
- ⟨S²⟩ = 0.756

Each line ends with the Mulliken spin population.
Positions of all 87 atoms, in Å:
C1 4.09 3.66 -4.38  0.150
C2 3.18 3.36 -3.16  0.036
C3 3.94 2.47 -2.09  0.088
O1 4.49 1.26 -2.53  0.159
C4 3.55 0.29 -2.87  0.008
N1 2.81 4.66 -2.64  0.502
H1 4.94 4.32 -4.24  0.001
H2 3.48 4.13 -5.15  -0.009
H3 4.44 2.73 -4.83  0.019
H4 2.25 2.92 -3.53  0.003
H5 3.30 2.26 -1.23  0.004
H6 4.86 2.95 -1.77  -0.003
H7 4.07 -0.49 -3.43  0.000
H8 2.77 0.63 -3.56  0.003
H9 3.03 -0.17 -2.03  0.008
H10 3.58 5.30 -2.63  -0.006
H11 2.16 5.14 -3.25  0.002
C5 -3.16 0.62 -3.96  0.000
C6 -1.77 0.77 -4.56  0.000
C7 -0.69 1.18 -3.45  0.001
O2 -0.88 2.43 -2.78  0.000
C8 -0.87 3.60 -3.62  -0.001
N2 -1.53 -0.51 -5.12  0.000
H12 -3.95 0.52 -4.70  0.000
H13 -3.42 1.46 -3.32  0.000
H14 -3.11 -0.24 -3.30  0.000
H15 -1.79 1.45 -5.41  0.000
H16 0.33 1.18 -3.83  0.000
H17 -0.72 0.42 -2.67  0.000
H18 0.09 3.56 -4.13  0.000
H19 -0.95 4.50 -3.02  0.000
H20 -1.62 3.70 -4.40  0.000
H21 -2.19 -0.60 -5.88  0.000
H22 -1.71 -1.21 -4.42  0.000
C9 -3.38 -3.60 1.86  0.000
C10 -3.62 -2.44 2.81  0.000
C11 -2.55 -2.27 4.00  0.000
O3 -3.13 -2.14 5.30  0.000
C12 -2.13 -2.00 6.29  0.000
N3 -3.96 -1.22 2.18  0.000
H23 -2.53 -3.39 1.22  0.000
H24 -4.19 -3.71 1.13  0.000
H25 -3.27 -4.47 2.51  0.000
H26 -4.54 -2.64 3.35  0.000
H27 -1.99 -1.38 3.71  0.000
H28 -1.85 -3.10 3.90  0.000
H29 -1.50 -1.13 6.08  0.000
H30 -1.50 -2.88 6.28  0.000
H31 -2.58 -1.96 7.28  0.000
H32 -4.87 -1.49 1.83  0.000
H33 -4.17 -0.48 2.83  0.000
O4 0.22 -3.20 -1.17  0.000
H34 0.02 -2.40 -0.69  0.000
H35 -0.09 -3.03 -2.06  0.000
O5 0.96 4.60 -0.43  0.063
H36 1.62 4.63 -1.13  -0.019
H37 0.71 3.68 -0.37  -0.006
C13 1.77 1.48 4.55  0.000
C14 1.36 0.22 3.78  0.000
O6 1.95 -0.82 4.50  0.000
O7 1.04 2.57 4.13  0.000
H38 2.83 1.64 4.33  0.000
H39 1.63 1.53 5.63  0.000
H40 1.76 0.26 2.76  0.000
H41 0.28 0.09 3.70  0.000
H42 1.48 -1.61 4.23  0.000
H43 0.16 2.49 4.50  0.000
C15 1.10 -3.61 2.21  0.000
C16 0.30 -4.88 1.93  0.000
O8 0.36 -5.22 0.56  0.000
O9 0.75 -3.20 3.51  0.000
H44 1.03 -2.81 1.47  0.000
H45 2.16 -3.83 2.32  0.000
H46 -0.72 -4.88 2.31  0.000
H47 0.61 -5.72 2.54  0.000
H48 0.21 -4.45 0.02  0.000
H49 1.10 -3.89 4.08  0.000
C17 0.27 0.43 0.01  0.000
C18 -1.14 0.08 0.49  0.000
O10 -1.34 -1.33 0.58  0.000
O11 0.47 1.80 -0.34  -0.004
H50 0.50 -0.27 -0.79  0.001
H51 0.88 0.24 0.90  -0.002
H52 -1.91 0.54 -0.14  0.000
H53 -1.33 0.42 1.51  0.000
H54 -2.17 -1.52 1.02  0.000
H55 -0.08 2.00 -1.10  0.000

No. 3
Entry from OMol25: 8 unconnected molecules or ions with the total composition C18H55N3O11 (ωB97M-V/def2-TZVPD).

Calculated values
- HOMO (spin up / spin down) (eV) = -9.859 / -9.859
- net charge = +1
- 2S+1 = 2
- LUMO (spin up / spin down) (eV) = -2.759 / -7.661
- frontier orbital gap (spin up / spin down) (eV) = 7.100 / 2.198
- ⟨S²⟩ = 0.755

Each line ends with the Mulliken spin population.
Positions of all 87 atoms, in Å:
C1 1.16 2.35 1.98  0.000
O1 1.23 0.98 2.26  0.000
C2 1.07 0.63 3.68  0.000
C3 2.01 1.31 4.73  0.000
N1 3.41 1.05 4.29  0.000
C4 4.47 1.69 5.02  0.000
C5 4.67 1.19 6.50  0.000
O2 3.80 1.89 7.36  0.000
C6 3.99 1.84 8.75  0.000
H1 2.03 2.87 2.38  0.000
H2 0.35 2.81 2.55  0.000
H3 1.09 2.62 0.93  0.000
H4 1.33 -0.43 3.60  0.000
H5 0.08 0.78 4.10  0.000
H6 1.63 0.92 5.68  0.000
H7 1.94 2.39 4.80  0.000
H8 3.53 0.94 3.30  0.000
H9 4.39 2.77 5.17  0.000
H10 5.48 1.54 4.63  0.000
H11 5.65 1.53 6.82  0.000
H12 4.66 0.10 6.44  0.000
H13 3.72 0.82 9.00  0.000
H14 3.34 2.54 9.27  0.000
H15 5.03 1.92 9.06  0.000
C7 9.14 -2.01 -3.01  -0.002
O3 8.55 -0.71 -2.79  0.078
C8 7.27 -0.79 -2.12  0.093
C9 6.22 -1.12 -3.21  0.020
N2 4.89 -1.08 -2.60  0.742
C10 4.71 -2.29 -1.82  -0.001
C11 3.31 -2.22 -1.17  0.016
O4 3.36 -3.11 -0.08  0.003
C12 2.22 -2.95 0.73  -0.001
H16 8.37 -2.74 -3.27  0.004
H17 9.51 -2.38 -2.06  0.004
H18 9.95 -2.05 -3.74  -0.001
H19 7.06 0.21 -1.74  -0.001
H20 7.35 -1.57 -1.36  0.002
H21 6.46 -2.12 -3.57  -0.004
H22 6.35 -0.46 -4.06  0.012
H23 4.43 -0.25 -2.24  -0.024
H24 5.51 -2.41 -1.09  0.042
H25 4.63 -3.14 -2.50  0.018
H26 2.59 -2.69 -1.85  0.002
H27 3.06 -1.21 -0.87  -0.002
H28 1.52 -3.50 0.10  0.001
H29 2.12 -1.95 1.15  0.000
H30 2.31 -3.55 1.63  0.000
C13 -3.33 -0.11 -3.00  0.000
O5 -4.52 -0.91 -3.07  0.000
C14 -5.07 -0.96 -4.33  0.000
C15 -6.65 -1.00 -4.49  0.000
N3 -7.31 0.05 -3.76  0.000
C16 -8.80 -0.23 -3.61  0.000
C17 -9.59 1.01 -3.32  0.000
O6 -9.72 1.76 -4.50  0.000
C18 -10.45 2.93 -4.32  0.000
H31 -3.63 0.94 -3.01  0.000
H32 -2.72 -0.32 -3.87  0.000
H33 -2.69 -0.15 -2.12  0.000
H34 -4.78 -1.90 -4.79  0.000
H35 -4.81 -0.11 -4.97  0.000
H36 -6.95 -2.01 -4.20  0.000
H37 -6.96 -0.97 -5.53  0.000
H38 -6.78 0.12 -2.91  0.000
H39 -9.10 -0.91 -2.82  0.000
H40 -9.18 -0.51 -4.60  0.000
H41 -9.11 1.52 -2.48  0.000
H42 -10.60 0.77 -2.98  0.000
H43 -11.48 2.61 -4.48  0.000
H44 -10.40 3.62 -5.16  0.000
H45 -10.36 3.36 -3.33  0.000
O7 -1.59 2.13 -0.15  0.000
H46 -2.17 1.68 0.47  0.000
H47 -2.12 2.85 -0.49  0.000
O8 -2.79 1.04 2.32  0.000
H48 -2.49 0.15 2.17  0.000
H49 -2.98 1.08 3.26  0.000
O9 0.01 0.18 -1.26  0.000
H50 -0.45 1.02 -1.12  0.000
H51 -0.32 -0.14 -2.10  0.000
O10 -3.34 -2.39 1.75  0.000
H52 -2.80 -2.00 1.06  0.000
H53 -2.73 -2.93 2.25  0.000
O11 -0.99 -1.04 0.98  0.000
H54 -0.83 -0.59 0.15  0.000
H55 -0.36 -0.65 1.59  0.000